No. 1
54
Properties=species:S:1:pos:R:3 method="wB97M-V/def2-TZVPD" charge=0 gap_ev=9.0 homo_energy_ha=-0.309 multiplicity=1 smiles="CC(C)C(=O)Nc1ccc(N(Cc2ccsc2)C(=O)Cn2nnc3ccccc32)cc1"
C -6.30 -0.04 -1.10
C -5.27 -0.18 0.02
C -5.71 0.59 1.27
C -3.93 0.38 -0.44
O -3.82 1.23 -1.29
N -2.88 -0.14 0.27
C -1.52 0.13 0.15
C -1.00 0.92 -0.87
C 0.36 1.12 -0.97
C 1.23 0.53 -0.05
N 2.63 0.72 -0.16
C 3.21 1.67 0.79
C 2.66 3.03 0.54
C 3.11 3.87 -0.52
C 2.41 5.02 -0.61
S 1.17 5.12 0.58
C 1.61 3.58 1.20
C 3.39 0.24 -1.16
O 4.56 0.52 -1.30
C 2.71 -0.74 -2.12
N 1.91 -1.73 -1.46
N 0.63 -1.95 -1.78
N 0.12 -2.83 -1.02
C 1.07 -3.24 -0.13
C 1.04 -4.17 0.91
C 2.20 -4.34 1.64
C 3.37 -3.62 1.35
C 3.43 -2.70 0.32
C 2.26 -2.52 -0.41
C 0.71 -0.22 1.00
C -0.65 -0.42 1.09
H -6.01 -0.64 -1.96
H -7.28 -0.37 -0.76
H -6.36 1.00 -1.41
H -5.15 -1.24 0.27
H -6.67 0.21 1.62
H -4.99 0.49 2.07
H -5.83 1.65 1.03
H -3.10 -0.82 0.98
H -1.66 1.37 -1.59
H 0.77 1.73 -1.76
H 4.29 1.65 0.64
H 2.97 1.34 1.81
H 3.93 3.60 -1.16
H 2.54 5.83 -1.30
H 1.06 3.17 2.03
H 2.05 -0.20 -2.81
H 3.51 -1.22 -2.70
H 0.14 -4.72 1.13
H 2.22 -5.04 2.45
H 4.24 -3.79 1.95
H 4.32 -2.14 0.10
H 1.37 -0.67 1.72
H -1.05 -1.03 1.89

---

No. 2
44
Properties=species:S:1:pos:R:3 method="wB97M-V/def2-TZVPD" charge=+1 gap_ev=4.0 homo_energy_ha=-0.323 multiplicity=1
C 1.22 0.92 -2.05
C 1.03 -0.45 -1.53
N 1.66 -0.95 -0.44
C 1.48 -2.27 0.00
C 0.71 -3.29 -0.52
C 0.72 -4.54 0.13
C 1.49 -4.75 1.28
C 2.27 -3.71 1.81
C 2.26 -2.48 1.16
C 2.94 -1.26 1.45
C 2.57 -0.32 0.45
C 3.10 0.97 0.49
C 4.00 1.29 1.53
C 4.36 0.36 2.51
C 3.83 -0.94 2.47
H 0.59 1.07 -2.95
H 0.90 1.68 -1.31
H 2.26 1.12 -2.34
H 0.38 -1.12 -2.05
H 0.11 -3.14 -1.42
H 0.12 -5.37 -0.27
H 1.49 -5.73 1.77
H 2.88 -3.87 2.70
H 2.83 1.70 -0.25
H 4.42 2.30 1.57
H 5.06 0.64 3.30
H 4.10 -1.68 3.23
C -4.04 0.56 0.62
Na -4.03 2.97 1.35
C -2.81 0.61 1.28
C -1.93 1.39 0.48
C -2.66 1.90 -0.62
C -4.02 1.44 -0.52
C -5.02 2.06 -1.28
C -4.68 2.98 -2.29
C -3.32 3.34 -2.47
C -2.33 2.83 -1.63
H -4.66 -0.33 0.59
H -2.49 0.06 2.15
H -0.88 1.55 0.71
H -6.08 1.80 -1.14
H -5.43 3.43 -2.94
H -3.07 4.05 -3.28
H -1.30 3.17 -1.76

---

No. 3
93
Properties=species:S:1:pos:R:3 method="wB97M-V/def2-TZVPD" charge=+1 gap_ev=7.9 homo_energy_ha=-0.382 multiplicity=1
Sc 0.24 0.25 0.29
O -1.79 -2.08 -0.08
Cl -0.44 -2.28 0.28
O -0.09 -3.62 0.45
O -0.17 -1.49 1.50
O 0.40 -1.62 -0.71
C -1.29 5.09 -2.90
C -1.24 4.09 -1.76
N -2.31 3.11 -1.88
C -2.17 1.80 -1.99
S -0.64 1.03 -2.13
N -3.26 1.02 -2.03
C -4.63 1.48 -2.28
C -4.83 2.17 -3.63
H -0.45 5.79 -2.81
H -2.21 5.67 -2.89
H -1.20 4.58 -3.86
H -1.35 4.60 -0.80
H -0.30 3.55 -1.75
H -3.25 3.48 -1.88
H -3.07 0.05 -2.23
H -4.93 2.15 -1.46
H -5.27 0.61 -2.23
H -4.21 3.05 -3.75
H -5.88 2.47 -3.72
H -4.60 1.49 -4.45
C -3.09 2.59 1.35
As -2.28 0.80 1.26
C -3.95 -0.21 1.29
C -1.70 0.73 3.17
C -2.82 0.73 4.17
C -3.24 1.92 4.76
C -4.27 1.91 5.69
C -4.89 0.73 6.04
C -4.48 -0.46 5.46
C -3.45 -0.46 4.53
H -3.68 2.65 2.27
H -3.74 2.76 0.50
H -2.30 3.33 1.38
H -4.51 0.02 2.20
H -3.74 -1.28 1.25
H -4.55 0.05 0.42
H -1.08 1.62 3.29
H -1.08 -0.15 3.28
H -2.74 2.84 4.51
H -4.58 2.85 6.15
H -5.69 0.72 6.77
H -4.96 -1.39 5.72
H -3.11 -1.39 4.09
C 0.77 5.90 1.04
Si 2.13 4.61 0.85
C 2.93 4.47 -0.84
C 3.28 4.44 2.33
Se 0.81 2.50 1.01
H 1.14 6.78 1.56
H -0.05 5.48 1.63
H 0.37 6.22 0.08
H 3.42 5.40 -1.12
H 2.20 4.22 -1.61
H 3.69 3.68 -0.84
H 3.87 5.35 2.47
H 3.96 3.60 2.19
H 2.70 4.27 3.23
C 3.08 -7.24 1.14
C 3.49 -6.15 2.09
C 2.61 -5.14 2.47
C 3.00 -4.14 3.35
C 4.29 -4.13 3.86
N 4.76 -3.15 4.77
C 4.31 -1.90 5.09
O 4.55 -1.38 6.15
N 3.52 -1.20 4.16
C 3.55 -1.15 2.77
C 4.51 -1.77 1.96
C 4.39 -1.65 0.59
C 3.35 -0.93 0.04
N 2.46 -0.30 0.81
C 2.58 -0.39 2.13
C 5.17 -5.14 3.50
C 4.77 -6.14 2.63
H 2.03 -7.15 0.87
H 3.24 -8.22 1.59
H 3.67 -7.19 0.23
H 1.60 -5.13 2.08
H 2.28 -3.40 3.66
H 5.42 -3.49 5.46
H 3.02 -0.46 4.61
H 5.33 -2.31 2.39
H 5.11 -2.13 -0.06
H 3.23 -0.84 -1.03
H 1.87 0.19 2.73
H 6.17 -5.15 3.92
H 5.47 -6.93 2.37

---

No. 4
91
Properties=species:S:1:pos:R:3 method="wB97M-V/def2-TZVPD" charge=+3 gap_ev="6.5 / 6.5" homo_energy_ha="-0.578 / -0.579" multiplicity=1
Cr 0.02 -2.28 -0.76
O 2.21 0.66 -1.42
As 0.60 0.05 -1.64
O -0.17 1.41 -0.70
O -1.17 -1.77 0.08
C 0.00 0.50 -3.40
C -0.22 1.79 -3.84
C -0.63 2.00 -5.15
C -0.84 0.92 -6.00
C -0.62 -0.38 -5.56
C -0.21 -0.57 -4.26
S 0.11 -2.19 -3.62
O 0.02 -3.17 -4.65
O 1.39 -2.05 -2.90
O -0.93 -2.38 -2.55
H 2.78 -0.15 -1.25
H -0.04 2.64 -3.18
H -0.79 3.00 -5.51
H -1.15 1.10 -7.02
H -0.77 -1.23 -6.22
N 4.63 -3.14 -0.52
C 5.33 -2.67 -1.60
C 4.72 -1.50 -1.94
N 3.67 -1.25 -1.10
C 3.63 -2.27 -0.26
C 2.69 -2.48 0.84
N 1.38 -2.32 0.83
C 0.92 -2.62 2.10
C 1.98 -2.97 2.88
N 3.09 -2.88 2.07
H 4.79 -4.04 -0.08
H 6.17 -3.18 -2.02
H 4.98 -0.82 -2.74
H -0.12 -2.59 2.33
H 2.04 -3.28 3.90
H 4.04 -2.99 2.37
C -0.68 -6.74 -0.25
As -0.47 -5.44 -1.64
C 0.71 -6.09 -2.98
C -2.19 -5.06 -2.37
O 0.32 -4.13 -0.87
H -1.12 -7.64 -0.67
H -1.35 -6.33 0.51
H 0.29 -6.97 0.19
H 0.33 -7.03 -3.38
H 1.70 -6.25 -2.54
H 0.77 -5.35 -3.78
H -2.70 -6.02 -2.49
H -2.08 -4.57 -3.32
H -2.75 -4.42 -1.68
C 0.69 2.29 4.86
Si -1.16 2.34 4.55
C -1.99 0.68 4.78
C -2.03 3.77 5.35
Si -1.49 2.58 2.17
Te 0.48 1.39 1.14
Si 1.42 3.92 1.08
C 1.26 4.28 -0.73
C 0.24 4.88 2.16
C 3.12 3.79 1.78
Si -3.37 2.78 0.64
C -3.76 0.95 0.76
C -4.58 3.87 1.53
C -2.86 3.34 -1.05
H 0.91 1.56 5.64
H 1.05 3.26 5.20
H 1.29 2.00 3.99
H -1.80 0.34 5.80
H -1.61 -0.08 4.10
H -3.07 0.75 4.65
H -1.97 3.68 6.43
H -3.09 3.81 5.08
H -1.58 4.73 5.08
H 0.23 4.16 -1.07
H 1.90 3.62 -1.31
H 1.57 5.31 -0.91
H -0.81 4.87 1.84
H 0.51 5.94 2.06
H 0.32 4.66 3.23
H 3.71 3.02 1.27
H 3.11 3.57 2.85
H 3.63 4.74 1.63
H -3.99 0.61 1.77
H -2.96 0.32 0.35
H -4.65 0.77 0.15
H -4.73 3.59 2.57
H -5.55 3.78 1.03
H -4.31 4.93 1.49
H -1.86 2.99 -1.32
H -2.91 4.43 -1.15
H -3.56 2.90 -1.76

---

No. 5
15
Properties=species:S:1:pos:R:3 method="wB97M-V/def2-TZVPD" charge=0 gap_ev=9.3 homo_energy_ha=-0.344 multiplicity=1 smiles="O=C1C=C[C@]2(O)S[C@@H]2C1"
O 2.94 0.50 -0.25
C 1.79 0.16 -0.12
C 1.05 -0.65 -1.10
C -0.29 -0.80 -1.09
C -1.25 0.01 -0.26
O -2.31 -0.77 0.23
S -1.28 1.75 -0.47
C -0.49 0.85 0.92
C 0.89 0.52 1.09
H 1.65 -1.04 -1.92
H -0.78 -1.60 -1.69
H -3.04 -0.86 -0.43
H -1.22 0.85 1.78
H 0.87 -0.41 1.67
H 1.46 1.48 1.64

---

No. 6
23
Properties=species:S:1:pos:R:3 method="wB97M-V/def2-TZVPD" charge=-1 gap_ev="2.5 / 9.5" homo_energy_ha="0.051 / -0.209" multiplicity=2
C -0.08 -2.73 -0.25
C 2.69 -0.77 -1.99
C 1.91 -1.81 -1.58
C 2.28 0.53 -1.68
C 0.72 -1.58 -0.87
C 1.09 0.83 -1.05
C 0.28 -0.27 -0.74
H 3.60 -0.99 -2.54
H 2.06 -2.83 -1.92
H 2.96 1.33 -1.96
H 0.89 1.87 -0.86
H 0.61 -3.57 -0.30
H -1.02 -2.92 -0.76
H -0.71 -0.05 -0.34
H -0.23 -2.44 0.79
C -2.79 1.93 1.59
C -1.46 1.90 2.38
H -2.92 1.25 0.75
H -3.64 1.67 2.23
H -2.88 2.96 1.26
H -1.14 0.86 2.47
H -1.58 2.33 3.38
H -0.64 2.49 1.98